Arrangement A

The following is a DFT calculation (wB97M-V/def2-TZVPD) of 2 unconnected molecules or ions with the total composition C28H35NO4.

Atoms and positions in Å:
1 C 1.3367 4.4729 1.6382
2 C 0.1948 3.5175 1.2797
3 C -0.2981 3.7458 -0.1414
4 C -1.4640 2.8692 -0.5954
5 C -1.3060 1.3974 -0.7848
6 C -2.5575 0.6561 -0.5829
7 O -2.8736 -0.4723 -0.9590
8 O -3.4180 1.3860 0.1701
9 C -4.7222 0.8248 0.4575
10 C -5.6634 1.9782 0.6867
11 C -0.4487 1.0127 -1.9003
12 O -0.4918 -0.0138 -2.5680
13 O 0.4561 1.9829 -2.1882
14 C 1.4509 1.6510 -3.1952
15 C 1.9025 2.9360 -3.8403
16 H 1.6943 4.2529 2.6465
17 H 2.1771 4.3676 0.9425
18 H 1.0063 5.5189 1.6199
19 H 0.5113 2.4708 1.3729
20 H -0.6447 3.6776 1.9705
21 H -0.6555 4.7878 -0.2219
22 H 0.5171 3.6226 -0.8655
23 H -2.3145 3.0044 0.0776
24 H -1.7549 3.2598 -1.5917
25 H -5.0424 0.2113 -0.3884
26 H -4.6206 0.2045 1.3560
27 H -6.6364 1.5964 0.9974
28 H -5.2981 2.6625 1.4588
29 H -5.8099 2.5504 -0.2350
30 H 2.2735 1.1252 -2.6891
31 H 1.0018 0.9862 -3.9408
32 H 2.6565 2.6962 -4.5954
33 H 1.0642 3.4346 -4.3445
34 H 2.3431 3.6319 -3.1159
35 C -0.5454 -2.9751 -2.9849
36 C 0.6592 -2.6843 -2.1994
37 N 1.9098 -2.8923 -2.6742
38 C 2.8662 -2.5054 -1.7350
39 C 2.1747 -2.0010 -0.6084
40 C 2.8747 -1.5316 0.5031
41 C 4.2732 -1.5309 0.4561
42 C 4.9461 -1.9538 -0.7047
43 C 4.2467 -2.4586 -1.8108
44 C 0.7540 -2.0358 -0.9282
45 C -0.2505 -1.5526 -0.0700
46 C -0.3746 -2.0378 1.2736
47 C 0.4334 -3.1160 1.7435
48 C 0.4856 -3.4265 3.0844
49 C -0.3619 -2.7899 3.9975
50 C -0.2187 -3.1475 5.4437
51 C -1.2920 -1.8439 3.5296
52 C -1.3212 -1.4830 2.1902
53 H -1.3791 -3.2309 -2.3282
54 H -0.8139 -2.0653 -3.5397
55 H -0.3834 -3.7998 -3.6872
56 H 2.1057 -3.2687 -3.5985
57 H 2.3142 -1.2301 1.3872
58 H 4.8416 -1.1941 1.3238
59 H 6.0295 -1.8541 -0.7474
60 H 4.7340 -2.7887 -2.7240
61 H -1.0148 -0.9202 -0.4869
62 H 1.0462 -3.6704 1.0258
63 H 1.2105 -4.1682 3.4171
64 H -1.0119 -2.6864 6.0391
65 H -0.2396 -4.2370 5.5975
66 H 0.7550 -2.8000 5.8216
67 H -1.9708 -1.3727 4.2454
68 H -2.0484 -0.7535 1.8179

Results
Charge: 0
M: 449.59 u
Frontier orbital gap: 4.75 eV

---

Arrangement B

The following is a DFT calculation (wB97M-V/def2-TZVPD) of a single C28H35NO4 molecule.

Atoms and positions in Å:
1 C -4.2902 -1.2575 -3.2711
2 O -3.1153 -1.7511 -2.6707
3 C -2.9760 -1.7780 -1.3100
4 C -1.9339 -2.5813 -0.8600
5 C -1.6342 -2.7019 0.4828
6 C -2.3946 -2.0289 1.4241
7 C -3.4435 -1.2302 0.9837
8 C -3.7391 -1.0712 -0.3627
9 O -4.7426 -0.2476 -0.8166
10 C -5.4915 0.4828 0.1199
11 H -6.2022 1.0638 -0.4667
12 H -4.8599 1.1654 0.6983
13 H -6.0421 -0.1739 0.8019
14 H -4.0321 -0.7089 1.7232
15 C -2.0877 -2.1294 2.9015
16 N -1.7799 -0.8864 3.5857
17 H -2.5739 -0.2551 3.5525
18 C -0.5845 -0.1883 3.1495
19 C -0.7744 0.7462 1.9481
20 H -1.1501 0.1959 1.0884
21 H -1.5199 1.5048 2.2103
22 C 0.5255 1.4685 1.5790
23 C 0.2598 2.5869 0.5937
24 C 0.4815 3.9019 0.9660
25 C 0.2662 4.9547 0.0917
26 C -0.1788 4.6886 -1.1872
27 C -0.4099 3.3827 -1.5859
28 C -0.1981 2.3250 -0.7089
29 O -0.4163 1.0204 -1.0332
30 C -0.7490 0.6965 -2.3595
31 H -0.7967 -0.3901 -2.3945
32 H 0.0125 1.0495 -3.0624
33 H -1.7246 1.1054 -2.6432
34 H -0.7590 3.1983 -2.5897
35 H -0.3503 5.4944 -1.8857
36 H 0.4479 5.9702 0.4093
37 H 0.8336 4.1086 1.9671
38 C 1.6206 0.5781 1.0330
39 C 1.3999 -0.6678 0.4587
40 C 2.4488 -1.4089 -0.0432
41 C 3.7585 -0.9309 0.0052
42 C 3.9866 0.3180 0.5716
43 C 2.9252 1.0499 1.0745
44 H 3.1238 2.0207 1.5077
45 H 4.9795 0.7359 0.6341
46 O 4.7055 -1.7665 -0.5056
47 C 6.0647 -1.3619 -0.5642
48 C 6.3008 -0.3972 -1.7274
49 H 5.6695 0.4832 -1.6331
50 H 7.3415 -0.0848 -1.7476
51 H 6.0605 -0.8920 -2.6655
52 C 6.8827 -2.6384 -0.7366
53 H 7.9419 -2.4012 -0.7785
54 H 6.7007 -3.3123 0.0964
55 H 6.5909 -3.1392 -1.6558
56 H 6.3502 -0.8822 0.3837
57 H 2.2774 -2.3778 -0.4864
58 H 0.4031 -1.0703 0.3882
59 H 0.9120 1.9329 2.4956
60 H -0.2348 0.4065 4.0028
61 H 0.1827 -0.9325 2.9268
62 H -2.9491 -2.5673 3.4190
63 H -1.2343 -2.7977 3.0462
64 H -0.8138 -3.3304 0.7954
65 H -1.3575 -3.1076 -1.6049
66 H -5.1839 -1.7305 -2.8577
67 H -4.3780 -0.1740 -3.1678
68 H -4.2001 -1.5153 -4.3267

Results
Charge: 0
M: 449.59 u
Frontier orbital gap: 8.61 eV
SMILES: COc1ccc(CNCC[C@@H](c2ccc(OC(C)C)cc2)c2ccccc2OC)cc1OC

---

Which is most stable, and by how much? arrangement B, by 0.0276 hartree.